# 1
Density functional theory data (ωB97M-V/def2-TZVPD) for a structure of composition C44H38N7OPtS3.

```
94
Properties=species:S:1:pos:R:3:forces:R:3
Pt 0.556350 0.136346 0.007876 0.0 -0.3 0.5
S -2.416364 3.593686 5.421313 0.2 0.0 -0.2
C -1.689828 5.115155 5.720923 -0.1 -0.1 0.0
C -0.712085 5.390799 4.818773 0.0 0.1 0.1
C -0.543440 4.357909 3.864752 0.0 -0.2 -0.1
C -1.393894 3.298120 4.050732 -0.1 0.4 0.3
C -1.533492 2.084245 3.257627 -0.1 -0.4 -0.1
C -0.575061 1.756419 2.306645 0.1 0.1 0.2
N -0.658020 0.698934 1.500376 -0.4 0.0 0.2
C -1.799585 -0.079020 1.568365 -0.1 0.0 0.0
C -2.781471 0.130929 2.572139 0.2 0.1 0.0
C -3.877125 -0.804347 2.621155 -0.1 -0.1 0.0
C -3.985232 -1.814047 1.734738 0.0 0.0 0.2
C -3.034139 -1.982105 0.664497 0.4 -0.4 0.2
C -3.076404 -2.991603 -0.269136 0.1 -0.1 0.1
C -2.073621 -3.079447 -1.276545 0.0 0.4 0.2
C -1.112395 -2.084038 -1.309551 -0.1 -0.3 -0.4
N -1.049486 -1.077710 -0.429825 0.3 0.3 0.3
C -1.967856 -1.047923 0.598814 0.0 -0.2 0.3
C -2.032692 -4.185420 -2.224605 -0.1 -0.4 -0.2
C -1.064945 -4.507215 -3.143446 -0.1 0.1 0.1
C -1.338675 -5.696536 -3.861261 0.0 -0.1 -0.1
C -2.507886 -6.276438 -3.485346 -0.1 0.0 0.1
S -3.287847 -5.383137 -2.251508 0.2 0.2 -0.1
C -2.635249 1.209563 3.413004 0.1 0.1 -0.1
H -2.030817 5.714784 6.549282 0.0 0.0 0.0
H -0.137991 6.306091 4.825617 0.0 0.0 0.0
H 0.190206 4.401367 3.072122 0.0 0.0 0.0
H 0.304452 2.372314 2.201400 0.1 0.0 0.0
H -4.612533 -0.677937 3.406274 0.0 0.0 0.0
H -4.799242 -2.524797 1.807071 0.0 0.0 0.0
H -3.862914 -3.734299 -0.228445 0.0 0.0 0.1
H -0.368961 -2.073216 -2.095844 0.0 0.0 0.1
H -0.172805 -3.917333 -3.302436 0.0 0.0 0.0
H -0.688013 -6.106405 -4.620267 0.0 0.0 0.0
H -2.962902 -7.180998 -3.854847 0.0 0.0 0.0
H -3.381713 1.402898 4.173563 0.0 0.0 0.0
N -2.127702 3.436529 -0.117349 -0.3 0.0 0.0
C -1.663199 2.518627 -0.972504 0.4 0.0 0.1
S -0.062609 2.594614 -1.518264 -0.2 0.2 -0.2
N -2.443923 1.496873 -1.356551 -0.3 0.1 -0.2
C -3.818479 1.246673 -1.131085 -0.2 0.0 0.1
C -4.761430 2.261409 -0.993940 0.1 0.0 0.0
C -6.094830 1.934427 -0.791057 0.0 0.0 0.0
C -6.497200 0.609982 -0.741432 -0.1 0.0 0.0
C -5.559255 -0.398964 -0.910472 0.0 0.1 -0.1
C -4.226165 -0.084650 -1.104609 0.0 0.2 -0.3
H -1.480132 4.134926 0.199205 0.0 0.0 0.0
H -3.005426 3.330239 0.366537 0.0 0.0 0.0
H -1.949216 0.787868 -1.871945 0.1 0.0 -0.1
H -4.475577 3.298807 -1.097527 0.0 0.0 0.0
H -6.823634 2.727550 -0.688780 0.0 0.0 0.0
H -7.539275 0.365451 -0.585404 0.0 0.0 0.0
H -5.865669 -1.436734 -0.890940 0.0 0.0 0.0
H -3.491449 -0.872108 -1.235716 -0.3 0.4 -0.3
N 1.592315 -0.447048 -1.579372 0.2 -0.2 -0.3
C 2.161125 -0.713197 -2.543982 0.0 -0.1 0.2
N 2.806046 -1.014954 -3.636816 0.0 0.2 -0.3
C 2.411002 -2.194893 -4.420086 0.1 -0.3 0.0
C 3.326152 -3.356993 -4.048017 -0.1 0.1 0.0
O 4.680508 -3.001360 -4.242173 0.0 0.0 0.0
C 5.067449 -1.904087 -3.437187 -0.1 0.1 0.0
C 4.231499 -0.668965 -3.759863 0.2 -0.2 0.1
H 2.536181 -1.950192 -5.475340 -0.1 0.1 0.0
H 1.366086 -2.432366 -4.226294 0.0 0.1 0.0
H 3.130904 -4.216779 -4.686509 0.0 0.0 0.0
H 3.153284 -3.636735 -2.998479 0.0 0.0 0.0
H 6.117971 -1.714987 -3.650501 0.0 0.0 0.0
H 4.951346 -2.151892 -2.372131 0.0 0.0 0.0
H 4.409741 -0.353353 -4.788361 -0.1 0.1 0.0
H 4.465670 0.148034 -3.079787 0.0 0.0 0.0
C 5.342213 -2.206424 0.767239 0.0 0.0 0.0
C 4.012727 -2.599395 0.886067 0.1 0.0 0.0
C 3.007755 -1.656714 0.964108 -0.2 0.2 0.0
C 3.308036 -0.280287 0.919914 0.4 -0.2 0.2
C 4.663647 0.099976 0.847834 -0.1 0.1 -0.1
C 5.658261 -0.852748 0.757462 0.1 -0.1 0.0
N 2.318900 0.699052 0.915688 -0.2 -0.4 -0.2
C 2.630504 1.878289 1.588310 0.1 0.5 0.2
C 2.421149 3.123138 0.984176 0.0 -0.2 -0.1
C 2.746818 4.282349 1.665025 0.0 0.1 0.0
C 3.240310 4.224817 2.962681 0.0 0.0 0.0
C 3.429559 2.991603 3.575233 0.0 0.1 0.0
C 3.149502 1.824887 2.890828 -0.1 -0.2 -0.1
H 6.126506 -2.948643 0.698338 0.0 0.0 0.0
H 3.762430 -3.651034 0.938410 0.0 0.0 0.0
H 1.982675 -1.964520 1.114430 -0.1 0.0 -0.1
H 4.914106 1.152458 0.819513 0.0 0.0 0.0
H 6.691106 -0.538964 0.679381 0.0 0.0 0.0
H 2.026171 3.157160 -0.022122 0.0 0.0 0.0
H 2.612476 5.239576 1.177302 0.0 0.0 0.0
H 3.466237 5.137445 3.497783 0.0 0.0 0.0
H 3.795147 2.940731 4.592079 0.0 0.0 0.0
H 3.285329 0.859907 3.363053 0.0 0.0 0.0
```
Positions in Å, forces in eV/Å.

⟨S²⟩: 2.06
HOMO (spin up / spin down), eV: -7.536 / -9.797
E, Ha: -3471.72260
2S+1: 3
Energy relative to the best compared isomer or geometry (same formula, charge and spin), kJ/mol: 51.3
Net charge: +1
Strongest force on any atom, Eh/bohr: 0.011

***

# 2
Density functional theory data (ωB97M-V/def2-TZVPD) for a cluster of 8 separate species, C44H38N8O14 in total.

```
104
Properties=species:S:1:pos:R:3:forces:R:3
C 0.508083 -2.212419 4.514396 -0.7 -0.9 1.6
C 0.052190 -2.310612 5.958258 0.2 0.1 0.7
N -0.285606 -2.354260 7.071779 0.5 0.0 -2.0
H -0.415500 -2.207813 3.935549 0.2 0.7 -0.3
H 0.991538 -3.147282 4.230841 0.2 0.1 0.2
H 1.204120 -1.380657 4.405661 -0.4 0.0 -0.2
C -3.657938 -6.442943 2.537006 -0.6 -1.3 -1.6
C -3.121635 -7.745116 2.492330 0.7 1.8 2.6
C -3.873413 -8.863548 2.326995 -1.1 -0.8 -1.2
C -5.206559 -8.692103 1.990944 0.0 1.3 0.0
C -5.777409 -7.395435 1.929925 -1.0 -3.3 0.2
C -5.020572 -6.325529 2.192655 2.0 2.0 -0.4
N -6.014019 -9.843642 1.659901 -1.0 -2.7 0.2
O -7.172549 -9.739091 1.319103 -0.4 1.7 -0.2
O -5.552983 -10.977232 1.774524 1.3 0.8 0.2
H -2.991887 -5.593838 2.579285 -0.1 0.1 0.4
H -2.173080 -7.897895 2.985588 0.6 0.1 -0.7
H -3.404970 -9.836577 2.313625 -0.2 -0.1 0.2
H -6.842704 -7.308401 1.775122 0.0 0.0 -0.5
H -5.435482 -5.384823 1.862019 0.0 0.5 0.8
C 4.450054 -3.337358 -1.040446 0.1 1.6 -1.8
C 4.673067 -2.491461 0.030489 0.1 -2.4 0.9
C 5.570188 -1.434276 0.052599 -0.8 -0.2 -1.2
C 6.249575 -1.234384 -1.152372 -0.3 1.1 0.9
C 6.000995 -2.015000 -2.300082 0.4 1.7 0.7
C 4.970386 -2.925258 -2.281930 1.0 -1.5 0.5
N 7.151022 0.000113 -1.209906 0.1 -0.1 0.3
O 7.920800 0.059224 -2.141675 -0.1 -0.1 -0.1
O 7.063921 0.862613 -0.335052 -0.3 -1.3 -0.7
H 3.848020 -4.233804 -1.021879 -0.2 0.1 0.4
H 4.289947 -2.957814 0.926103 -0.2 0.8 0.7
H 5.552523 -0.820201 0.940854 0.8 0.2 -0.2
H 6.602577 -1.815211 -3.174478 -0.2 0.1 -0.2
H 4.826837 -3.513027 -3.176539 -0.3 0.0 -0.1
C -1.797257 4.398109 0.881904 -0.1 0.8 -0.7
C -3.054718 4.939803 0.585445 1.0 -0.7 -1.0
C -3.933824 5.332194 1.551106 -0.4 -0.4 0.2
C -3.573165 5.021075 2.855546 0.0 -0.8 0.6
C -2.385102 4.370783 3.180077 1.2 1.6 -0.5
C -1.397682 4.226435 2.177408 -1.5 -1.5 0.9
N -4.469386 5.323757 3.993605 -0.6 2.0 0.7
O -5.572828 5.817674 3.782751 0.6 -0.8 -0.7
O -4.009054 5.261395 5.119869 0.2 -0.7 -0.3
H -1.113323 4.228908 0.063365 0.1 -0.2 -0.1
H -3.320825 4.946653 -0.461237 -0.2 0.5 -0.1
H -4.863187 5.771695 1.220196 -0.2 0.0 0.6
H -2.065698 4.282783 4.208019 -0.5 -0.4 0.1
H -0.489640 3.692129 2.414890 0.3 0.4 0.1
C -4.431462 -0.741152 2.120130 -1.2 0.2 -0.3
C -4.136758 0.568232 1.768980 1.3 -0.5 0.9
C -4.049609 1.009298 0.475366 -0.4 0.3 -0.3
C -4.478904 0.180493 -0.542652 0.4 -0.6 0.3
C -4.892828 -1.142947 -0.200712 -1.1 1.1 -0.5
C -4.959868 -1.567302 1.112415 1.1 0.7 0.2
N -4.484231 0.699703 -1.939017 -0.1 0.9 -1.0
O -4.990894 -0.043082 -2.772809 0.7 0.9 0.7
O -4.039158 1.856685 -2.195574 -0.8 -2.8 1.0
H -4.388584 -1.026646 3.160832 -0.1 -0.2 0.0
H -3.737386 1.293029 2.462934 -0.2 -0.2 0.6
H -3.667995 2.018918 0.437460 -0.2 0.1 -1.1
H -5.436272 -1.829488 -0.832957 0.5 0.4 -1.0
H -5.403909 -2.543086 1.243090 0.2 0.0 0.5
C -0.471737 3.922286 -5.055163 -2.0 -1.8 0.8
C 0.300434 4.980832 -5.323231 0.8 0.8 0.3
C 1.180219 5.436356 -4.319065 0.5 0.0 0.5
C 1.126247 4.871296 -3.049131 -0.9 -0.4 -0.4
C 0.154737 3.861143 -2.770947 2.5 0.7 1.5
C -0.577967 3.360559 -3.765776 -0.6 -0.4 -1.8
N 2.114398 5.291479 -2.005671 1.9 0.6 -1.7
O 3.215298 5.730532 -2.417188 -2.2 -0.7 0.6
O 1.841899 5.166552 -0.840839 -0.5 -0.3 0.4
H -1.084913 3.508934 -5.842292 -0.1 0.0 -0.1
H 0.125404 5.362720 -6.318180 0.9 0.6 0.0
H 1.978487 6.142567 -4.493536 -0.2 0.3 -0.2
H 0.158246 3.278628 -1.861516 0.1 0.5 0.5
H -1.163470 2.480120 -3.545760 -0.3 0.1 -0.3
C 4.292671 2.527175 -1.195763 -0.7 -0.5 0.7
C 5.211643 3.570249 -1.072403 -0.4 -1.4 -2.0
C 6.094126 3.707704 -2.170989 0.3 -1.1 1.1
C 6.091069 2.767241 -3.249375 -1.9 0.6 2.2
C 5.140315 1.713565 -3.273355 0.3 1.1 -0.5
C 4.228526 1.610445 -2.229699 1.3 0.4 -0.5
N 7.062275 2.878312 -4.286312 3.0 -1.0 -2.5
O 7.958428 3.743800 -4.244323 -2.1 -1.1 0.3
O 7.063817 1.986974 -5.181369 -0.5 1.8 1.8
H 3.560906 2.240801 -0.454878 0.1 0.8 0.8
H 5.230182 4.149358 -0.160984 0.2 0.3 -0.3
H 6.923499 4.366511 -1.959990 0.1 0.3 -0.9
H 5.075580 1.085542 -4.149593 0.3 -0.2 0.1
H 3.559060 0.767996 -2.137438 -0.2 0.0 -0.3
C 0.937197 0.495625 -0.205535 3.8 -1.4 1.4
C 1.815217 -0.623115 0.016663 -1.6 1.5 -1.6
C 1.282266 -1.816992 0.440979 0.7 -0.7 0.6
C -0.029368 -1.879663 0.839966 -3.4 2.7 0.0
C -0.858175 -0.675683 0.861677 1.4 -1.1 -1.1
C -0.298974 0.483265 0.327070 -1.2 0.1 0.2
N -0.684998 -3.142981 1.230125 -0.8 -0.6 1.2
O 0.076035 -4.043462 1.565563 -0.6 0.3 -0.4
O -1.931519 -3.217004 1.309742 2.4 0.4 -0.4
H 1.464038 1.404334 -0.456720 -0.4 0.3 -0.6
H 2.821716 -0.522946 -0.361903 0.2 -0.3 0.3
H 1.900301 -2.694940 0.557796 0.0 -0.1 -0.2
H -1.899613 -0.536158 1.111339 0.0 -1.0 0.5
H -0.819498 1.429054 0.296377 -0.6 -0.1 0.2
```
Positions in Å, forces in eV/Å.

HOMO, eV: -10.212
E, Ha: -3190.08893
Strongest force on any atom, Eh/bohr: 0.085
Structure (SMILES): O=[N+]([O-])c1ccccc1.O=[N+]([O-])c1ccccc1.O=[N+]([O-])c1ccccc1.O=[N+]([O-])c1ccccc1.O=[N+]([O-])c1ccccc1.O=[N+]([O-])c1ccccc1.O=[N+]([O-])c1ccccc1.CC#N

***

# 3
Density functional theory data (ωB97M-V/def2-TZVPD) for a structure of composition C44H39Br3CsIN4O2S2Sb.

```
97
Properties=species:S:1:pos:R:3:forces:R:3
Cs 0.119909 -0.292749 0.053507 -1.4 -1.8 0.3
C 3.729171 0.214589 1.414584 0.0 -0.1 -0.1
C 3.703335 -1.232784 1.024001 0.2 -0.1 0.0
N 2.745992 -1.843295 0.402417 0.1 -0.1 0.0
C 3.006121 -3.191183 0.235779 -0.2 0.2 0.0
C 4.199071 -3.600611 0.737820 0.2 -0.1 0.0
S 5.026660 -2.280426 1.438956 0.0 0.1 0.0
C 2.001344 -4.074398 -0.391085 -0.2 0.3 0.2
C 2.190243 -5.389624 -0.674377 0.1 -0.2 -0.1
S 0.739867 -6.070061 -1.262608 -0.1 0.0 0.0
C -0.055217 -4.535554 -1.085236 0.2 -0.1 -0.1
N 0.728752 -3.603201 -0.644931 0.1 0.1 0.0
C -1.495829 -4.364542 -1.444751 0.1 0.1 0.1
H 3.095921 0.816341 0.758167 0.0 -0.1 0.0
H 4.749389 0.596996 1.378856 0.0 0.0 0.0
H 3.362820 0.332692 2.436288 0.0 0.0 0.0
H 4.615674 -4.596763 0.750499 -0.1 0.1 0.0
H 3.083805 -5.985783 -0.561984 -0.1 0.1 0.0
H -1.954218 -5.312832 -1.727913 0.0 0.0 0.0
H -1.597420 -3.667921 -2.278611 0.0 0.0 0.0
H -2.022712 -3.939726 -0.585045 0.0 0.0 0.0
C 0.282766 -1.821220 -3.858585 0.1 0.0 -0.1
C 1.238518 -0.659658 -3.921909 0.0 0.0 0.0
C 2.049116 -0.421115 -5.052452 0.0 0.0 0.0
C 2.901795 0.644842 -5.053534 0.0 0.0 0.0
C 2.978734 1.496160 -3.928374 -0.1 0.0 0.0
C 3.835966 2.619969 -3.825804 0.0 0.0 0.0
Br 4.994878 3.097182 -5.265534 0.0 0.0 0.0
C 3.858543 3.379466 -2.690939 -0.1 -0.1 0.1
C 3.027889 3.056777 -1.612251 0.1 0.0 0.0
Br 3.118618 4.129803 -0.044049 0.0 0.0 0.0
C 2.132798 1.970044 -1.595853 0.0 0.2 0.1
O 1.394128 1.666404 -0.611808 1.3 1.8 -1.0
C 2.132147 1.178991 -2.833595 0.0 -0.1 -0.1
N 1.283595 0.118671 -2.870176 0.1 0.3 0.1
H 0.249555 -2.372196 -4.799802 0.0 0.0 0.0
H -0.719841 -1.459245 -3.625519 0.0 0.0 0.0
H 0.571232 -2.504932 -3.056336 0.0 0.0 0.0
H 1.990149 -1.081999 -5.909310 0.0 0.0 0.0
H 3.528808 0.847550 -5.911330 0.0 0.0 0.0
H 4.520903 4.231471 -2.621206 0.0 0.0 0.0
O -3.198243 4.504802 4.824312 0.0 0.0 0.0
C -2.815088 3.622127 3.863630 0.0 0.1 0.1
C -3.610004 3.308602 2.768957 -0.1 0.0 0.0
C -3.119899 2.399140 1.851240 0.1 -0.1 0.0
N -1.928322 1.803989 1.961460 -0.1 0.1 -0.1
C -1.204154 2.126109 3.012582 -0.1 -0.1 -0.2
Br 0.481468 1.276037 3.163465 0.1 0.1 0.3
C -1.576456 3.021601 3.999040 0.1 0.0 0.1
H -4.074519 4.840627 4.611757 0.0 0.0 0.0
H -4.589480 3.756395 2.635875 0.1 0.0 0.0
H -3.718718 2.121072 0.991516 0.0 0.0 0.0
H -0.938218 3.244746 4.842532 0.0 0.0 -0.1
I -1.912217 -2.372531 1.945242 -0.4 -0.4 0.4
C -5.748410 -3.297697 -1.205743 0.1 0.0 -0.1
C -5.072429 -3.401784 -2.552685 0.0 -0.1 0.0
C -5.289372 -4.540123 -3.333210 0.0 0.0 0.0
C -4.651381 -4.726307 -4.552094 0.0 0.0 0.0
C -3.764704 -3.765098 -5.014416 0.0 0.0 0.0
C -3.542947 -2.626648 -4.251259 -0.1 0.0 0.0
C -4.195678 -2.416793 -3.032834 0.0 0.1 -0.1
Sb -3.462565 -0.714257 -1.921748 0.0 -0.1 0.1
C -5.135338 -0.099339 -0.704121 0.0 -0.1 0.1
C -4.896830 -0.276547 0.662692 0.0 0.1 -0.1
C -5.857328 0.066956 1.610616 0.0 0.0 -0.1
C -7.063913 0.604687 1.191282 0.0 0.0 0.0
C -7.310440 0.775522 -0.168009 0.0 0.0 0.1
C -6.369144 0.422590 -1.131300 0.0 -0.1 0.0
C -6.721566 0.575908 -2.589463 0.0 0.0 0.1
C -3.613612 0.750072 -3.511633 0.1 0.0 -0.1
C -4.228773 0.498227 -4.738629 0.0 0.2 0.1
C -4.211683 1.441771 -5.759210 0.0 0.0 0.0
C -3.564727 2.653558 -5.561216 0.0 0.0 0.0
C -2.942079 2.911145 -4.347853 0.0 0.0 0.0
C -2.949745 1.973811 -3.316740 0.0 -0.1 0.1
C -2.225001 2.283318 -2.024107 -0.1 -0.1 -0.1
H -6.329777 -4.196971 -0.999615 0.0 0.0 0.0
H -6.419152 -2.438032 -1.156504 0.0 0.0 0.0
H -5.016229 -3.178097 -0.401119 0.0 0.0 0.0
H -5.966133 -5.303711 -2.962146 0.0 0.0 0.0
H -4.835371 -5.625728 -5.128842 0.0 0.0 0.0
H -3.245333 -3.898910 -5.956416 0.0 0.0 0.0
H -2.844556 -1.883176 -4.622884 0.0 0.0 0.0
H -3.955483 -0.706822 1.009220 -0.1 0.1 -0.1
H -5.647798 -0.095055 2.662894 0.0 0.0 -0.1
H -7.825166 0.874288 1.914821 0.0 0.0 0.0
H -8.266303 1.176335 -0.492907 0.0 0.0 0.0
H -7.791827 0.752049 -2.710452 0.0 0.0 0.0
H -6.452986 -0.319668 -3.156311 0.0 0.0 0.0
H -6.184496 1.409230 -3.045421 0.0 0.0 0.0
H -4.748664 -0.438992 -4.901518 0.0 0.0 0.0
H -4.706153 1.230271 -6.701187 0.0 0.0 0.0
H -3.536736 3.394193 -6.351542 0.0 0.0 0.0
H -2.425766 3.853790 -4.197775 0.0 0.0 0.0
H -1.976779 3.342207 -1.953407 0.0 0.0 0.0
H -1.285281 1.723891 -1.945141 -0.1 0.1 0.0
H -2.838210 2.026320 -1.155242 0.1 0.0 0.0
```
Positions in Å, forces in eV/Å.

HOMO, eV: -4.470
E, Ha: -11146.27780
Energy relative to the best compared isomer or geometry (same formula, charge and spin), kJ/mol: 73.5
Net charge: -1
Strongest force on any atom, Eh/bohr: 0.047

***

Which value of strongest force on any atom does entry 2 give?
0.085 Eh/bohr